# 1
48
Properties=species:S:1:pos:R:3:nbo_charge:R:1 method="wB97M-V/def2-TZVPD" de_lowest_kj_mol=1298.7 fmax_ha_per_bohr=0.0081 homo_lumo_gap_ev=6.19 total_charge=-1
Ir -0.015 -0.455 0.198 0.964
N -0.059 1.567 0.717 -1.045
C -2.182 1.476 2.629 -0.589
C -1.488 0.155 2.787 -0.316
N -1.481 -0.828 1.628 -0.750
H 0.641 2.288 0.859 0.377
H -0.922 3.323 1.646 -0.094
H -2.082 1.129 0.324 0.022
H -3.223 1.332 2.300 0.172
H -2.012 -0.309 3.629 0.214
H -0.441 0.255 3.068 0.223
H -2.409 -0.894 1.210 0.397
H -1.262 -1.761 1.978 0.404
Cl 7.072 0.368 1.655 -0.021
C 5.362 0.036 1.624 -0.104
C 4.722 -0.357 2.810 -0.199
C 3.384 -0.623 2.804 -0.112
Cl 2.607 -1.110 4.272 0.015
C 2.571 -0.516 1.627 0.482
O 1.332 -0.800 1.723 -0.673
C 3.259 -0.109 0.442 -0.317
C 2.647 0.053 -0.850 0.430
O 1.461 -0.049 -1.174 -0.517
C 4.648 0.153 0.472 -0.149
H 5.285 -0.451 3.728 0.236
H 3.338 0.309 -1.661 0.151
H 5.143 0.452 -0.443 0.222
Cl -0.111 1.562 -4.299 -0.053
C -0.861 1.977 -2.755 -0.334
C -0.845 3.384 -2.410 -0.174
C -1.529 4.133 -1.534 -0.288
C -2.687 3.865 -0.662 -0.397
C -2.958 3.191 0.449 -0.255
Cl -1.564 2.191 1.047 1.028
C -1.148 0.943 -1.959 0.399
N -1.386 0.005 -1.254 -0.586
H -0.128 3.935 -3.012 0.206
H -1.280 5.192 -1.563 0.199
H -3.548 4.485 -0.937 0.219
Te 0.244 -3.070 -0.245 0.000
C -1.225 -3.688 -1.623 -0.477
C -1.545 -5.004 -1.829 -0.323
C -2.533 -5.195 -2.833 -0.265
C -2.949 -4.019 -3.376 -0.457
S -2.183 -2.679 -2.629 0.484
H -1.075 -5.811 -1.283 0.215
H -2.904 -6.163 -3.141 0.209
H -3.682 -3.866 -4.152 0.225

***

# 2
9
Properties=species:S:1:pos:R:3:nbo_charge:R:1 method="wB97M-V/def2-TZVPD" de_lowest_kj_mol=167.0 fmax_ha_per_bohr=0.0737 homo_lumo_gap_ev=6.62 total_charge=-1
O -1.136 -1.644 -0.668 -1.028
H -1.243 -1.631 -1.615 0.435
C -0.373 0.247 1.143 -0.730
S 0.304 -0.394 -0.553 0.225
S 1.878 1.372 -0.703 -0.644
H -1.011 -0.575 1.508 0.221
H -1.069 1.050 0.777 0.216
H 0.211 0.313 2.018 0.204
H 2.439 1.262 -1.907 0.101

***

# 3
54
Properties=species:S:1:pos:R:3:nbo_charge:R:1 method="wB97M-V/def2-TZVPD" de_lowest_kj_mol=12.0 fmax_ha_per_bohr=0.0135 homo_lumo_gap_ev=2.62 total_charge=-2
Pd -1.020 -0.023 0.226 0.052
I 5.552 -1.729 -1.288 0.095
C 3.860 -0.553 -1.402 -0.329
C 2.621 -0.809 -0.851 -0.052
N 1.849 0.227 -1.191 -0.304
N 2.491 1.148 -1.919 -0.258
C 3.724 0.682 -2.057 -0.106
H 2.219 -1.617 -0.267 0.252
H 0.857 0.349 -0.903 0.437
H 4.464 1.236 -2.612 0.194
N -2.087 -0.496 4.751 -0.824
C -1.062 -0.211 3.836 0.203
C -0.096 -1.173 3.495 -0.359
C 0.789 -0.886 2.480 0.027
N 0.838 0.280 1.810 -0.525
C -0.083 1.194 2.173 0.028
C -1.009 1.006 3.201 -0.298
H -2.301 -1.485 4.752 0.358
H -2.927 -0.001 4.465 0.398
H -0.093 -2.151 3.965 0.191
H 1.496 -1.646 2.154 0.171
H -0.048 2.142 1.652 0.209
H -1.773 1.751 3.361 0.244
C -6.437 -0.213 -3.853 -0.624
C -6.039 -1.418 -3.042 -0.045
C -6.331 -2.710 -3.464 -0.215
C -5.929 -3.808 -2.718 -0.298
C -5.241 -3.628 -1.521 0.207
N -4.858 -4.807 -0.825 -0.658
C -4.041 -4.983 0.267 0.794
O -4.291 -5.868 1.081 -0.685
N -2.945 -4.180 0.428 -0.626
C -2.126 -3.490 -0.486 0.180
C -2.239 -3.551 -1.866 -0.249
C -1.379 -2.772 -2.626 -0.259
C -0.415 -2.005 -1.999 0.007
N -0.242 -2.001 -0.670 -0.475
C -1.103 -2.714 0.063 -0.016
C -4.962 -2.344 -1.077 -0.266
C -5.351 -1.257 -1.844 -0.178
H -6.961 -0.503 -4.766 0.187
H -5.559 0.374 -4.128 0.223
H -7.088 0.448 -3.276 0.217
H -6.866 -2.867 -4.397 0.186
H -6.133 -4.814 -3.072 0.190
H -5.538 -5.550 -0.856 0.397
H -2.555 -4.287 1.351 0.410
H -2.989 -4.163 -2.343 0.220
H -1.467 -2.755 -3.704 0.205
H 0.260 -1.379 -2.571 0.194
H -0.979 -2.657 1.139 0.212
H -4.429 -2.124 -0.155 0.283
H -5.070 -0.277 -1.455 0.286
Te -3.541 0.730 0.847 -1.611

***

# 4
13
Properties=species:S:1:pos:R:3:nbo_charge:R:1 method="wB97M-V/def2-TZVPD" fmax_ha_per_bohr=0.0725 homo_lumo_gap_ev="4.98 / 5.87" total_charge=-1 spin_multiplicity=2
C -1.454 0.533 1.703 -0.709
C -0.344 1.264 1.507 0.008
O 0.913 0.658 1.832 -0.526
C 1.971 0.900 1.091 0.981
O 2.106 1.806 0.300 -0.666
O 2.772 -0.167 1.142 -0.678
H -2.021 0.986 2.536 0.211
H -0.172 2.143 0.880 0.177
H 3.617 0.061 0.734 0.483
O -5.112 -0.786 0.632 -0.698
O -3.400 -2.086 1.350 -0.893
C -3.934 -1.076 0.820 0.669
Cu -1.477 -2.033 2.319 0.641